Run a
Below is a 11-piece molecular cluster, C22H66O22 overall, with properties calculated with the ωB97M-V functional and the def2-TZVPD basis.

Geometry (Å):
O (5.66, 2.50, -1.19)
C (4.34, 1.95, -1.36)
C (3.85, 1.33, -0.06)
O (3.44, 2.37, 0.87)
H (6.28, 1.90, -1.60)
H (3.69, 2.79, -1.62)
H (4.39, 1.26, -2.20)
H (4.62, 0.83, 0.52)
H (2.93, 0.75, -0.19)
H (2.64, 2.77, 0.48)
O (1.38, 3.62, -3.06)
C (0.14, 3.48, -3.77)
C (0.33, 3.32, -5.26)
O (0.89, 4.53, -5.77)
H (1.66, 4.52, -3.29)
H (-0.48, 2.68, -3.37)
H (-0.44, 4.38, -3.54)
H (-0.62, 3.16, -5.79)
H (1.00, 2.49, -5.50)
H (1.42, 4.36, -6.55)
O (-0.59, -1.97, -2.55)
C (-1.04, -3.26, -2.23)
C (-2.27, -3.28, -1.33)
O (-1.95, -2.85, -0.01)
H (-0.15, -1.62, -1.75)
H (-1.18, -3.81, -3.16)
H (-0.28, -3.83, -1.67)
H (-2.70, -4.28, -1.30)
H (-3.05, -2.59, -1.69)
H (-1.12, -3.31, 0.23)
O (-2.79, 1.96, -4.15)
C (-2.90, 0.65, -3.61)
C (-4.28, 0.34, -3.00)
O (-4.44, 0.85, -1.69)
H (-3.55, 2.17, -4.70)
H (-2.72, -0.03, -4.46)
H (-2.08, 0.34, -2.96)
H (-4.46, -0.73, -3.05)
H (-5.06, 0.87, -3.55)
H (-3.63, 0.65, -1.19)
O (-2.20, 1.39, 0.10)
C (-1.42, 0.23, 0.03)
C (0.06, 0.48, -0.20)
O (0.80, -0.72, -0.36)
H (-2.14, 1.77, 1.00)
H (-1.61, -0.41, 0.90)
H (-1.74, -0.37, -0.82)
H (0.51, 1.07, 0.61)
H (0.20, 1.01, -1.15)
H (0.97, -1.12, 0.52)
O (-0.47, 6.14, 1.27)
C (-0.64, 4.73, 1.24)
C (-0.30, 4.18, -0.16)
O (1.10, 3.95, -0.23)
H (-1.29, 6.55, 0.97)
H (0.03, 4.19, 1.90)
H (-1.68, 4.47, 1.45)
H (-0.56, 4.97, -0.88)
H (-0.84, 3.26, -0.40)
H (1.32, 3.72, -1.15)
O (2.28, -3.95, 3.03)
C (1.07, -4.68, 3.17)
C (-0.03, -4.18, 2.27)
O (0.12, -4.59, 0.90)
H (2.95, -4.29, 3.63)
H (1.15, -5.76, 3.01)
H (0.69, -4.65, 4.19)
H (-0.09, -3.09, 2.33)
H (-0.98, -4.56, 2.62)
H (0.95, -4.18, 0.59)
O (-2.08, 0.32, 4.78)
C (-0.88, 0.64, 4.04)
C (-0.99, 2.00, 3.41)
O (-2.20, 2.13, 2.68)
H (-2.53, -0.38, 4.30)
H (-0.05, 0.42, 4.72)
H (-0.78, -0.15, 3.28)
H (-0.12, 2.26, 2.81)
H (-0.91, 2.79, 4.17)
H (-2.86, 2.50, 3.27)
O (2.68, -3.72, 0.05)
C (3.55, -3.42, -1.05)
C (2.95, -3.57, -2.42)
O (3.83, -3.06, -3.42)
H (3.20, -4.24, 0.67)
H (3.89, -2.38, -0.94)
H (4.42, -4.09, -1.02)
H (2.03, -2.99, -2.45)
H (2.65, -4.59, -2.68)
H (4.24, -3.81, -3.86)
O (1.67, -1.36, 2.22)
C (2.39, -0.49, 3.12)
C (3.90, -0.59, 2.90)
O (4.45, -1.53, 3.82)
H (2.10, -2.24, 2.25)
H (2.00, 0.49, 2.84)
H (2.07, -0.69, 4.14)
H (4.26, 0.41, 3.17)
H (4.14, -0.86, 1.88)
H (4.72, -2.35, 3.39)
O (-6.18, -0.56, 2.91)
C (-5.11, 0.23, 2.41)
C (-4.34, -0.43, 1.31)
O (-3.73, -1.62, 1.76)
H (-5.84, -1.12, 3.61)
H (-5.49, 1.19, 2.07)
H (-4.41, 0.40, 3.24)
H (-3.60, 0.24, 0.87)
H (-4.94, -0.56, 0.40)
H (-3.23, -2.04, 1.04)

* spin multiplicity: 1
* charge: 0
* Kohn-Sham gap: 8.8847 eV
* SMILES string: OCCO.OCCO.OCCO.OCCO.OCCO.OCCO.OCCO.OCCO.OCCO.OCCO.OCCO

=====

Run b
Below is a 11-piece molecular cluster, C22H66O22 overall, with properties calculated with the ωB97M-V functional and the def2-TZVPD basis.

Geometry (Å):
O (1.86, 0.61, 4.17)
C (2.53, 0.27, 5.35)
C (1.74, -0.64, 6.25)
O (0.52, -0.14, 6.76)
H (1.79, 1.57, 4.04)
H (3.51, -0.20, 5.21)
H (2.73, 1.17, 5.95)
H (2.39, -0.96, 7.08)
H (1.54, -1.65, 5.87)
H (0.64, 0.37, 7.56)
O (-0.70, -1.98, 2.23)
C (0.52, -2.25, 2.93)
C (0.90, -3.69, 3.26)
O (1.50, -4.33, 2.11)
H (-1.39, -2.50, 2.66)
H (1.33, -1.90, 2.29)
H (0.54, -1.61, 3.81)
H (0.07, -4.24, 3.70)
H (1.76, -3.67, 3.92)
H (2.40, -4.02, 2.03)
O (0.29, -5.38, -4.55)
C (1.09, -5.00, -3.44)
C (0.63, -3.71, -2.77)
O (1.40, -3.51, -1.58)
H (0.77, -6.07, -5.02)
H (1.01, -5.80, -2.70)
H (2.14, -4.90, -3.74)
H (-0.42, -3.91, -2.49)
H (0.66, -2.80, -3.37)
H (1.02, -2.70, -1.22)
O (1.60, 0.90, 1.40)
C (0.53, 0.03, 1.07)
C (-0.01, 0.26, -0.33)
O (0.70, -0.52, -1.29)
H (1.92, 0.66, 2.27)
H (0.72, -1.03, 1.29)
H (-0.31, 0.19, 1.77)
H (0.11, 1.32, -0.52)
H (-1.06, -0.05, -0.30)
H (0.70, 0.07, -2.06)
O (-4.55, -0.57, -3.09)
C (-3.19, -0.92, -3.12)
C (-2.82, -1.20, -4.55)
O (-3.26, -2.51, -4.97)
H (-4.83, -0.23, -2.22)
H (-2.50, -0.15, -2.74)
H (-3.00, -1.82, -2.51)
H (-1.76, -1.24, -4.77)
H (-3.31, -0.47, -5.20)
H (-4.16, -2.59, -4.62)
O (-1.83, 4.93, 0.07)
C (-2.70, 3.96, -0.54)
C (-2.14, 3.32, -1.79)
O (-1.96, 4.30, -2.80)
H (-1.53, 5.51, -0.63)
H (-2.79, 3.19, 0.23)
H (-3.62, 4.50, -0.76)
H (-2.77, 2.47, -2.08)
H (-1.15, 2.90, -1.57)
H (-2.36, 4.00, -3.62)
O (4.57, -0.08, -3.71)
C (3.84, -0.78, -2.69)
C (3.91, -0.01, -1.37)
O (5.23, 0.22, -0.90)
H (5.51, -0.24, -3.62)
H (2.81, -0.76, -3.04)
H (4.12, -1.83, -2.61)
H (3.34, -0.66, -0.69)
H (3.42, 0.96, -1.34)
H (5.73, -0.60, -0.98)
O (1.18, 1.01, -3.74)
C (0.59, 0.76, -5.00)
C (1.48, -0.16, -5.81)
O (1.04, -0.23, -7.19)
H (1.95, 1.59, -3.77)
H (-0.42, 0.36, -4.90)
H (0.49, 1.71, -5.54)
H (1.57, -1.18, -5.43)
H (2.51, 0.20, -5.94)
H (0.61, 0.60, -7.40)
O (3.16, 3.42, 1.00)
C (3.62, 3.23, 2.30)
C (2.66, 3.74, 3.36)
O (1.40, 3.12, 3.14)
H (2.70, 2.62, 0.73)
H (3.82, 2.17, 2.50)
H (4.59, 3.72, 2.43)
H (2.64, 4.83, 3.47)
H (3.07, 3.45, 4.33)
H (0.96, 3.52, 2.38)
O (-2.30, 0.73, 2.43)
C (-1.34, 1.66, 2.92)
C (-1.58, 1.92, 4.42)
O (-1.51, 0.72, 5.14)
H (-2.00, -0.16, 2.66)
H (-0.37, 1.21, 2.71)
H (-1.47, 2.58, 2.35)
H (-2.54, 2.42, 4.52)
H (-0.84, 2.67, 4.71)
H (-0.57, 0.45, 5.19)
O (-5.41, -2.12, -0.13)
C (-5.66, -1.00, 0.72)
C (-4.66, 0.13, 0.64)
O (-4.66, 0.77, -0.64)
H (-4.51, -2.40, 0.07)
H (-6.68, -0.67, 0.54)
H (-5.72, -1.39, 1.75)
H (-3.62, -0.18, 0.78)
H (-4.89, 0.79, 1.48)
H (-5.22, 1.55, -0.61)

* spin multiplicity: 1
* charge: 0
* Kohn-Sham gap: 9.8823 eV
* SMILES string: OCCO.OCCO.OCCO.OCCO.OCCO.OCCO.OCCO.OCCO.OCCO.OCCO.OCCO

=====

Which structure loses on stability? run b does.

=====

Run a
Below is CH3N3O3 in the gas phase, with properties calculated with the ωB97M-V functional and the def2-TZVPD basis.

Geometry (Å):
H (2.10, -2.32, -0.54)
N (1.60, -1.67, 0.08)
N (0.84, -0.90, -0.52)
O (0.52, -0.79, -1.67)
N (0.31, -0.06, 0.48)
O (-1.00, 0.36, 0.10)
C (-1.46, 1.62, 0.22)
O (-0.81, 2.56, 0.43)
H (0.48, -0.46, 1.37)
H (-2.58, 1.67, 0.05)

* spin multiplicity: 1
* charge: 0
* Kohn-Sham gap: 11.0699 eV
* SMILES string: [H]/N=[N+](\[O-])NOC=O

=====

Run b
Below is a 2-piece molecular cluster, CH3N3O3 overall, with properties calculated with the ωB97M-V functional and the def2-TZVPD basis.

Geometry (Å):
N (0.11, 2.44, 2.52)
N (0.74, 1.54, 1.67)
C (1.07, 0.38, 1.41)
O (1.69, -0.48, 0.94)
H (0.71, 2.63, 3.29)
H (0.04, 3.30, 2.00)
O (0.07, -2.22, 0.49)
N (-1.00, -1.69, 0.31)
O (-1.88, -1.85, 1.30)
H (-1.30, -2.25, 2.00)

* spin multiplicity: 1
* charge: 0
* Kohn-Sham gap: 9.5492 eV
* SMILES string: NN=C=O.O=NO

=====

Which structure loses on stability? run a does.

=====

Run a
Below is C2H3CdO as an isolated structure, with properties calculated with the ωB97M-V functional and the def2-TZVPD basis.

Geometry (Å):
O (0.83, -1.02, 0.32)
C (-0.33, -0.72, 0.24)
C (-1.23, 0.14, -0.23)
H (-2.03, -0.29, -0.84)
H (-1.64, 0.89, 0.45)
H (1.75, 1.24, -0.18)
Cd (2.65, -0.24, 0.24)

* spin multiplicity: 1
* charge: +1
* Kohn-Sham gap: 7.9309 eV

=====

Run b
Below is C2H3CdO as an isolated structure, with properties calculated with the ωB97M-V functional and the def2-TZVPD basis.

Geometry (Å):
O (0.76, -1.31, 0.14)
C (0.48, -0.24, -0.66)
Cd (-1.51, 0.36, -0.21)
H (1.69, -1.56, 0.15)
C (0.94, 0.59, 0.65)
H (1.12, 1.64, 0.41)
H (1.51, 0.32, 1.54)

* spin multiplicity: 1
* charge: +1
* Kohn-Sham gap: 6.5559 eV

=====

Which structure loses on stability? run b does.